[1]
Molecular formula: C36H29F6HfN3O5S6Sb
Method: DFT, ωB97M-V/def2-TZVPD

```
87
Properties=species:S:1:pos:R:3:forces:R:3
Hf 13.85188 12.55974 9.66544 0.175 -0.769 -1.270
O 13.52047 17.26264 5.65980 0.099 1.183 -0.480
C 13.31578 16.37545 6.41041 -0.159 -0.922 0.398
S 12.54918 16.48569 7.99014 -0.725 0.668 0.627
C 12.51444 14.79431 8.39452 0.614 0.127 0.444
C 13.07608 13.98017 7.46055 -0.406 -0.226 -0.314
S 12.95327 12.24066 7.44318 0.398 0.252 0.295
S 13.77572 14.72508 6.04809 0.100 -0.680 -0.367
S 12.07418 14.27906 10.03667 0.074 -0.497 -0.198
C 13.58100 10.99516 13.84443 0.186 -0.280 0.198
C 13.95446 9.65071 13.80108 -0.606 1.281 -2.119
C 14.11303 9.11042 12.51284 0.224 -0.475 0.630
C 13.87596 9.84339 11.36682 -0.159 0.991 0.525
N 13.59626 11.17606 11.45492 0.585 0.387 0.226
C 13.49989 11.74959 12.66816 -0.506 -0.252 0.736
C 13.90884 9.28570 10.00382 0.380 0.586 -0.168
C 13.68920 7.95445 9.77696 -0.345 -1.119 1.475
C 13.81372 7.37578 8.53253 0.022 0.035 -0.556
C 14.17382 8.23686 7.51232 0.081 0.534 -0.471
C 14.33457 9.59907 7.79885 0.449 0.393 -0.336
N 14.19618 10.15578 9.01792 -0.434 -0.750 -0.127
H 13.29623 11.40227 14.80810 0.244 0.402 -0.228
H 13.97667 9.05362 14.68422 0.322 -0.320 0.385
H 14.42514 8.08358 12.41379 -0.054 -0.165 -0.054
H 13.24147 12.82481 12.74127 0.225 -0.732 -0.303
H 13.39331 7.37188 10.65680 0.128 -0.019 -0.533
H 13.63051 6.31029 8.35440 0.076 0.500 0.163
H 14.30548 7.92966 6.46587 -0.036 0.005 0.643
H 14.64015 10.27158 6.98437 -0.295 -0.273 0.500
F 18.08226 14.03236 7.29677 0.080 0.160 0.251
C 17.26683 13.07228 7.63361 0.973 -0.957 0.083
F 17.87254 11.86744 7.40722 -0.533 1.110 0.443
F 16.19059 13.12135 6.87229 -0.395 -0.014 0.500
S 16.92013 13.05265 9.54177 0.795 0.089 -0.360
O 18.13995 13.38056 10.19582 -0.754 -0.219 -0.447
O 16.33598 11.73217 9.68849 -0.939 -0.473 0.077
N 15.58326 13.93650 9.92710 -0.380 -0.474 -0.158
S 15.79649 15.54230 10.13011 0.269 0.381 0.247
O 14.60833 16.26972 9.89223 -0.167 -0.132 0.414
O 17.00348 15.79696 9.45506 1.171 0.828 -1.085
C 16.31610 15.78469 11.90053 -0.091 -1.364 0.748
F 17.18430 16.74783 11.89137 0.315 0.808 0.164
F 16.92638 14.66545 12.36452 -0.489 0.450 -0.328
F 15.30461 16.06129 12.71811 -0.021 0.022 -0.333
C 10.29837 7.39434 8.94062 1.615 1.118 0.146
C 8.89520 7.92390 8.87904 0.300 0.174 0.434
C 7.87977 7.02848 8.51777 0.214 1.389 1.036
C 6.57661 7.42832 8.61861 -1.362 1.212 -0.017
C 6.25125 8.77000 8.94713 0.937 -0.479 0.031
C 7.27982 9.69869 9.19810 -0.761 -0.393 0.000
C 8.60218 9.25597 9.22629 -0.330 -0.824 -0.601
Sb 10.11780 10.64289 9.69034 0.104 0.429 0.087
C 9.72856 10.71352 11.86593 -0.590 -0.126 -0.053
C 10.71520 9.99348 12.51614 1.020 -0.541 -0.178
C 10.75845 9.82844 13.89618 -0.826 0.779 -0.098
C 9.82153 10.51809 14.66160 0.516 -0.633 -0.616
C 8.75452 11.12784 14.05120 -0.720 0.460 -0.058
C 8.65155 11.14752 12.65899 -0.385 0.745 -0.552
C 7.39697 11.67380 12.00821 -0.700 0.963 1.002
C 9.15316 12.25319 8.58344 0.711 0.247 2.373
C 8.82238 13.40177 9.32616 -0.275 -0.423 -1.546
C 8.22869 14.46979 8.65756 0.369 -0.639 1.029
C 8.05246 14.41710 7.28822 -0.477 0.303 -0.016
C 8.45284 13.30302 6.56534 0.444 0.273 0.646
C 9.03924 12.20384 7.21548 -0.817 0.440 -0.665
C 9.51758 11.02828 6.44438 1.112 -0.379 0.319
H 10.34353 6.49288 8.38116 0.193 -0.933 -0.488
H 10.72742 7.17626 9.94654 -0.762 0.145 -0.313
H 11.08031 8.08962 8.50253 -1.054 -0.557 0.214
H 8.07031 6.00810 8.34804 0.526 -1.059 -0.452
H 5.77795 6.70731 8.42184 0.206 0.326 0.104
H 5.21758 9.05349 9.06240 -0.127 0.125 -0.191
H 7.05155 10.76078 9.40001 0.012 -0.787 -0.133
H 11.50486 9.55867 11.88793 -0.283 -0.029 0.406
H 11.49113 9.24787 14.41346 0.409 -0.285 -0.056
H 9.94722 10.54137 15.71190 -0.149 -0.074 0.970
H 7.96951 11.60088 14.66928 0.458 -0.317 -0.502
H 6.67123 10.86110 11.82403 0.436 0.359 -0.214
H 7.63575 12.25600 11.12219 -0.219 -0.520 -0.301
H 6.86170 12.42392 12.65389 0.515 -0.812 -0.259
H 9.00582 13.42905 10.38537 0.001 0.180 0.200
H 7.90109 15.27176 9.29136 -0.152 0.623 -0.253
H 7.54826 15.25672 6.81025 0.244 -0.242 -0.119
H 8.37632 13.35948 5.49787 -0.101 -0.343 -0.437
H 9.48588 11.22280 5.39362 -0.137 0.015 -0.720
H 9.02420 10.08155 6.65886 -0.302 0.100 0.069
H 10.58604 10.87609 6.69564 -0.306 -0.089 -0.163
```
Positions in Å, forces in eV/Å.

Its maximum force is 2.5 eV/Å. The value obtained for the gap between HOMO and LUMO is 0.2336 Eh. Its charge is +1. The value obtained for the HOMO energy is -10.72 eV.

[2]
Molecular formula: C34H38N3NaO3PSbTe2
Method: DFT, ωB97M-V/def2-TZVPD

```
83
Properties=species:S:1:pos:R:3:forces:R:3
Na -0.01425 0.07217 -2.66212 0.577 -0.823 -0.057
C 3.31750 -0.90705 -2.61803 -1.969 1.742 -0.546
C 3.25398 0.53897 -2.11353 -0.178 1.265 0.234
C 4.36052 1.39737 -1.75789 -0.648 -0.805 -0.330
C 4.10441 2.63585 -1.15478 -0.426 -0.700 -0.539
C 2.77367 3.01487 -1.01584 0.869 -0.570 0.467
C 1.75216 2.20975 -1.50833 -0.117 1.790 -0.022
N 1.97232 1.02669 -2.05759 1.150 -0.485 0.023
Sb -0.00957 3.56291 -1.33124 -0.135 -1.615 0.099
C -0.55861 4.02256 -3.36807 0.293 -0.577 1.694
C -1.29856 5.16383 -3.59094 0.174 0.431 0.369
C -1.77644 5.32171 -4.88565 0.395 0.695 0.261
C -1.42201 4.40092 -5.85749 0.355 -0.457 1.246
C -0.66968 3.29641 -5.50913 0.586 -0.329 0.131
C -0.20148 2.30017 -6.55255 0.519 -0.561 1.017
N -0.27611 3.08606 -4.23772 0.091 -0.554 -1.492
C -1.61310 2.05503 -1.14488 -1.318 1.146 1.600
C -2.61967 2.60076 -0.27170 0.492 -0.567 -1.128
C -3.82190 1.92031 -0.16100 -0.081 0.611 0.658
C -3.96055 0.66855 -0.72195 -0.515 -0.163 -0.416
C -2.92230 0.15783 -1.47850 1.088 -0.468 0.758
C -2.99920 -1.24137 -2.01724 -0.293 -0.055 -0.695
N -1.77471 0.84808 -1.69650 -0.892 0.754 0.143
H 4.18820 -1.40462 -2.31160 1.072 -0.795 0.415
H 2.37237 -1.38471 -2.26871 0.909 0.021 0.071
H 3.23279 -0.88441 -3.72040 0.325 -0.083 0.337
H 5.39677 1.09421 -1.97829 -0.667 -0.068 0.318
H 4.87524 3.32429 -0.80783 0.040 -0.434 -0.177
H 2.55928 3.88715 -0.42477 -0.155 0.383 -0.098
H -1.37670 5.86908 -2.72195 -0.374 -0.468 -1.299
H -2.28997 6.22627 -5.14380 -0.439 0.215 -0.200
H -1.65409 4.45817 -6.87319 -0.701 0.613 -1.357
H -0.55794 1.29179 -6.18346 0.693 0.877 -0.671
H -0.64286 2.51046 -7.52787 0.138 -0.086 0.080
H 0.94019 2.33958 -6.61219 -1.602 -0.277 0.040
H -2.50787 3.55750 0.25175 0.180 -0.376 -0.365
H -4.61861 2.40995 0.40554 0.097 -0.432 -0.107
H -4.87460 0.06851 -0.64816 0.350 0.390 0.170
H -3.79031 -1.82599 -1.53943 0.337 0.110 0.299
H -3.38277 -1.11158 -3.03159 0.291 -0.270 -0.425
H -2.04466 -1.81312 -2.00572 -0.711 0.650 0.056
C 1.96696 -5.01411 -1.33409 -0.606 -0.289 -0.511
C 1.84903 -4.60298 0.10501 -1.015 1.620 -1.061
O 0.46718 -4.02704 0.19619 1.673 -2.054 -0.611
P -0.15531 -2.56372 0.07221 0.153 0.601 3.500
O 0.03933 -1.73731 -1.15461 -0.114 -0.109 -1.830
Te 3.18253 -1.38962 2.27303 -0.023 0.225 -0.827
O -1.75088 -3.04294 0.20873 0.536 0.232 -1.008
C -2.12447 -4.14221 1.03682 -1.824 0.735 -0.494
C -2.74384 -5.28441 0.15389 0.271 0.097 1.357
H 2.84921 -5.56573 -1.57401 0.899 -0.356 0.075
H 1.93198 -4.14361 -1.99414 -0.008 0.044 0.202
H 1.13286 -5.64889 -1.60431 -0.289 -0.162 -0.101
H 2.66374 -3.86732 0.25451 -0.812 -0.112 0.763
H 1.85853 -5.41343 0.82443 0.134 0.013 0.039
H -2.94333 -3.70993 1.70948 1.197 -0.780 -0.545
H -1.24302 -4.45929 1.58884 -0.339 -0.286 0.302
H -3.11634 -4.93667 -0.82044 0.107 0.124 0.494
H -3.57740 -5.73509 0.75069 0.640 0.105 -0.698
H -1.95699 -6.02919 -0.01245 -0.322 -0.026 -0.141
Te 0.58591 -0.73889 2.23508 -0.071 0.516 0.865
C 0.18202 -1.56321 4.22353 -0.321 -0.795 1.336
C -1.07758 -1.47896 4.88288 0.788 0.631 -1.178
C -1.25360 -1.99297 6.14951 -0.455 0.100 0.764
C -0.19932 -2.56850 6.86685 -0.396 0.018 0.738
C 1.04131 -2.66774 6.24564 0.225 0.535 0.431
C 1.23636 -2.12465 4.95942 -0.190 -0.787 -0.673
C 0.76706 1.10434 3.36815 0.124 1.388 1.181
C -0.19441 2.10596 3.16836 0.316 -0.739 -0.981
C -0.13588 3.36210 3.73180 2.372 -0.229 1.486
C 0.99281 3.65099 4.56886 -0.279 0.599 -1.302
C 1.99710 2.69329 4.72998 -0.261 0.264 0.859
C 1.80750 1.40673 4.23866 0.303 -0.578 -0.485
H -1.86776 -0.87039 4.44150 -0.039 -0.457 -0.099
H -2.23751 -1.88966 6.63825 0.580 0.002 -0.320
H -0.39066 -2.83097 7.95571 0.488 0.025 -1.625
H 1.89156 -3.07340 6.82112 -0.433 0.198 -0.554
H 2.21748 -2.23460 4.45731 -0.622 0.102 0.575
H -0.90175 1.87327 2.39333 -0.793 0.174 -0.170
H -0.80045 4.15141 3.49056 -0.769 0.426 -0.149
H 1.17195 4.70159 4.89246 -0.288 -0.977 -0.042
H 2.91319 2.94390 5.29168 -0.598 -0.181 -0.250
H 2.50401 0.58897 4.42392 0.259 0.464 0.126
```
Positions in Å, forces in eV/Å.

Its maximum force is 3.6 eV/Å. The value obtained for the gap between HOMO and LUMO is 0.2062 Eh. Its charge is 0. The value obtained for the HOMO energy is -5.74 eV.

[3]
Molecular formula: C31H73Cl9N8O11
Method: DFT, ωB97M-V/def2-TZVPD

```
132
Properties=species:S:1:pos:R:3:forces:R:3
C 7.42106 -2.51429 -0.40647 -1.558 -0.091 0.732
O 6.03678 -2.07472 -0.51329 1.019 0.419 -0.228
C 6.01140 -0.67134 -0.24920 0.120 0.473 -0.534
C 4.64341 -0.09756 -0.33070 -1.747 0.566 -0.889
N 4.26496 0.38187 -1.68777 1.079 -0.757 -0.670
C 4.59661 -0.51787 -2.78450 -1.181 -1.359 -0.386
C 4.05414 -0.05724 -4.14242 1.647 0.185 1.071
O 2.70540 0.19776 -4.00102 -0.859 -0.457 0.483
C 2.14725 0.77640 -5.12699 -0.966 1.316 -0.449
H 8.12134 -1.90739 -0.98039 -0.127 0.057 -0.148
H 7.46167 -3.56498 -0.69371 -0.009 0.156 -0.113
H 7.61989 -2.42844 0.66180 0.687 -0.102 0.051
H 6.56436 -0.15507 -1.03393 0.705 0.107 0.166
H 6.40441 -0.41934 0.73576 0.433 -0.280 0.149
H 4.48018 0.83118 0.21600 0.572 -0.252 0.756
H 3.97926 -0.84635 0.10095 -0.480 -0.002 -0.189
H 3.27146 0.54587 -1.76638 -0.206 0.243 0.483
H 4.07324 -1.47106 -2.70951 -0.264 -0.470 0.666
H 5.62323 -0.88243 -2.81980 0.263 0.786 -0.120
H 4.16904 -0.87057 -4.85892 0.501 0.092 -0.332
H 4.57688 0.86342 -4.40169 0.074 0.135 -0.628
H 1.09685 0.97820 -4.91714 -0.028 0.021 0.169
H 2.15296 0.21211 -6.05954 0.464 -0.600 0.086
H 2.62671 1.73898 -5.30494 0.027 0.184 -0.168
C -10.29332 4.15035 3.92502 -1.566 0.044 -0.901
O -8.98996 3.89825 4.33749 -0.213 0.514 1.019
C -8.56635 2.57522 4.06403 0.257 0.353 -0.177
C -7.17592 2.31248 4.67135 -2.384 1.028 0.025
N -6.21235 3.18921 4.03226 1.031 -1.756 0.338
C -4.96051 3.14607 4.84558 -0.155 1.423 -1.014
C -3.76404 3.79389 4.09286 -2.080 0.234 0.605
O -2.86370 2.88781 3.63083 2.573 -0.990 0.701
C -3.25016 2.04703 2.59159 -1.295 -0.014 -0.148
H -10.47448 4.05124 2.85476 0.769 0.216 -0.631
H -10.70103 5.12658 4.18742 0.839 0.234 0.289
H -11.08966 3.47743 4.24301 0.361 -0.691 1.019
H -8.55809 2.56285 2.97414 0.273 -0.866 -0.246
H -9.27820 1.85471 4.46682 -0.205 -0.099 -0.014
H -7.11979 1.22437 4.70245 1.166 -0.022 -0.641
H -7.24950 2.61591 5.71567 -0.223 -0.169 0.533
H -6.64353 4.09257 4.16687 0.199 0.366 -0.254
H -4.69118 2.13273 5.14343 -0.194 -0.007 -0.050
H -5.13793 3.77268 5.71964 0.096 -0.298 0.539
H -3.30432 4.48088 4.80336 0.559 -0.111 -0.264
H -4.17177 4.36103 3.25608 -0.182 0.387 -0.155
H -2.52587 1.26226 2.37333 0.506 0.633 -0.011
H -3.50650 2.68887 1.74872 0.201 -0.314 -0.492
H -4.14888 1.49421 2.86508 -0.400 -0.020 0.039
C -1.26836 -7.13456 -0.05651 0.657 0.649 1.740
O 0.08269 -6.65186 -0.28819 -0.101 -0.166 -1.606
C 0.49859 -5.51227 0.49102 0.045 -0.330 0.643
C 1.83944 -4.81209 0.10629 -1.504 -0.461 -0.662
N 2.35432 -4.10070 1.23769 -0.892 -1.042 0.936
C 3.51966 -3.33220 0.97965 -0.359 -1.884 -0.641
C 3.84604 -2.57092 2.18899 0.723 2.727 -0.170
O 2.84507 -1.56672 2.40533 -1.414 -0.427 -0.602
C 3.28402 -0.40460 3.08690 0.882 -1.586 0.666
H -1.24995 -7.54997 0.95105 -0.313 0.101 0.297
H -1.66200 -7.95129 -0.66158 0.985 0.180 -0.762
H -1.99600 -6.32376 -0.09189 0.063 0.156 -0.015
H 0.59886 -5.86328 1.51808 -0.084 0.154 0.261
H -0.26621 -4.73719 0.44167 -0.337 0.052 0.128
H 1.59008 -4.13860 -0.71367 0.017 0.288 -0.336
H 2.57162 -5.50114 -0.31468 0.152 -0.272 0.351
H 1.69690 -3.53467 1.75492 -0.533 -0.085 -0.337
H 3.39087 -2.78410 0.04633 0.313 0.723 0.090
H 4.29210 -4.07887 0.79545 0.600 0.233 -0.094
H 4.73525 -2.01089 1.89959 0.668 -0.079 0.487
H 4.02025 -3.16831 3.08391 -0.073 -0.151 -0.027
H 2.49418 0.27615 3.40445 -0.196 -0.160 -0.657
H 4.08011 0.03844 2.48852 -0.033 0.569 0.138
H 3.70434 -0.82495 4.00054 0.474 0.631 0.467
Cl -3.32447 -4.89863 2.17866 -0.265 0.615 0.231
C -2.81450 -3.35322 2.91127 0.851 -0.197 0.118
Cl -2.89918 -2.01340 1.74822 0.105 -0.573 0.387
Cl -1.14126 -3.63863 3.55586 -0.655 0.505 -0.360
H -3.41675 -3.06866 3.77407 -0.062 -0.383 -0.316
Cl 2.60480 -4.74534 -6.00709 -0.988 0.402 1.474
C 1.52576 -3.99824 -4.66284 0.750 -0.170 -0.730
Cl 0.73347 -2.61023 -5.34583 -0.184 0.626 -0.360
Cl 2.46288 -3.51432 -3.24825 -0.041 -0.644 -0.617
H 0.71158 -4.66903 -4.38851 0.687 -0.322 -0.010
Cl -2.79627 -0.92951 -1.45036 -0.494 1.159 -0.603
C -3.64072 0.54491 -2.09539 0.136 0.112 0.191
Cl -2.71102 1.39906 -3.36437 -0.033 -0.431 0.625
Cl -4.06536 1.69113 -0.75669 0.264 -0.940 -0.962
H -4.53125 0.19630 -2.61839 0.035 0.121 0.547
C -1.20269 5.69071 -1.74185 -1.567 -0.734 0.255
C -0.92017 4.29264 -1.15703 1.893 1.050 -0.589
N -0.15919 3.49339 -1.91815 0.292 0.511 -0.961
O -1.27442 3.96353 -0.05220 -1.230 -0.126 0.907
H -2.00956 5.47653 -2.44270 -0.105 0.202 -0.389
H -0.46167 6.27511 -2.28726 0.370 -0.478 0.294
H -1.70137 6.26960 -0.96448 0.401 0.123 0.057
H 0.21312 2.61849 -1.57750 -0.055 -0.292 0.264
H 0.32020 3.93990 -2.68685 -0.070 -0.404 -0.177
C -2.36890 -3.71196 -3.91384 -0.624 -0.789 -0.799
C -1.42708 -4.04874 -2.79736 2.373 2.385 -1.422
N -1.13271 -5.29682 -2.50401 -0.392 -3.239 -0.439
O -0.68784 -3.16222 -2.36825 -1.025 0.319 1.028
H -1.96608 -2.97801 -4.61180 0.125 0.441 0.742
H -3.35434 -3.41560 -3.55441 0.102 0.094 0.044
H -2.50422 -4.56093 -4.58394 -0.293 -0.443 0.277
H -0.48878 -5.62236 -1.79728 0.437 0.768 0.559
H -1.12558 -5.99648 -3.23238 -1.004 0.063 -0.102
C 3.29919 3.54376 -1.98507 0.351 -0.522 2.325
C 2.74012 4.60702 -2.84406 1.663 -1.515 2.019
N 2.96410 5.85634 -2.45296 -0.037 2.038 0.199
O 2.30114 4.28239 -3.89272 -1.778 -0.075 -3.514
H 2.64801 2.68980 -1.79847 -0.006 -0.061 -0.749
H 3.51162 3.86864 -0.96653 0.048 0.420 0.181
H 4.28149 3.23921 -2.34625 -0.248 -0.215 -0.392
H 2.85526 6.57047 -3.15885 -0.289 0.092 0.300
H 3.00017 6.11877 -1.47832 0.251 -0.132 -0.315
C 1.96789 3.03397 1.79693 -0.487 1.073 0.244
C 0.95271 3.29291 2.89862 -0.305 -0.573 -0.442
N -0.26718 3.66846 2.53594 -0.466 0.616 -1.631
O 1.15635 3.12177 4.06621 1.624 -0.631 2.544
H 2.69073 2.26136 2.05900 -0.491 -0.207 -0.173
H 2.54992 3.95210 1.71715 0.084 0.170 -0.188
H 1.38165 2.90413 0.88723 0.628 -0.496 -0.253
H -1.01687 3.67783 3.21267 0.153 -0.032 -0.056
H -0.45967 3.80892 1.55445 -0.503 -0.086 0.173
C 0.04986 -0.93621 0.28333 0.341 -0.560 -1.904
C 0.75922 -0.29296 -0.93337 -0.021 2.131 1.275
N 1.00573 -1.01027 -2.03105 -0.383 -0.328 0.742
O 1.09333 0.91152 -0.84873 0.160 -0.853 -0.126
H -0.82252 -0.34481 0.56135 0.345 0.042 0.143
H 0.74827 -1.12652 1.09826 0.055 0.390 0.006
H -0.26303 -1.90564 -0.10450 -0.403 -0.266 0.412
H 1.60735 -0.62812 -2.74668 -0.205 0.239 -0.259
H 0.39162 -1.79083 -2.21463 0.351 -0.249 -0.082
```
Positions in Å, forces in eV/Å.

Its maximum force is 3.9 eV/Å. The value obtained for the gap between HOMO and LUMO is 0.3096 Eh. Its charge is 0. Its SMILES is COCCNCCOC.COCCNCCOC.COCCNCCOC.ClC(Cl)Cl.ClC(Cl)Cl.ClC(Cl)Cl.CC(N)=O.CC(N)=O.CC(N)=O.CC(N)=O.CC(N)=O. The value obtained for the HOMO energy is -8.21 eV.

- Among the records above, which one has the lowest maximum force?
  C36H29F6HfN3O5S6Sb

- Number 2 is which compound?
  C34H38N3NaO3PSbTe2